1.
C9H18N4O | the ωB97M-V functional and the def2-TZVPD basis

Element x y z (Å)
C (-1.85803, 1.02999, -1.56541)
C (-2.51097, -0.84415, -0.00698)
C (-2.72356, -0.05778, -1.26660)
C (3.09531, -1.32229, 0.06166)
C (3.36763, -0.03465, -0.64861)
C (1.77462, -1.07042, 0.69909)
C (1.98070, 0.52913, -1.00994)
C (-0.39023, 0.34093, 0.07473)
C (-0.60291, 2.16529, 1.80181)
N (-0.80784, 1.21869, -0.91766)
N (-1.26767, -0.87037, 0.45559)
N (-3.46635, -1.33391, 0.73509)
N (0.94726, -0.34379, -0.35799)
O (-0.01983, 0.93042, 1.28072)
H (-2.15114, 1.81289, -2.23576)
H (-3.81364, 0.19333, -1.49945)
H (-2.70154, -0.82783, -2.18134)
H (3.08629, -2.26093, -0.60122)
H (3.83002, -1.49771, 0.75352)
H (3.90005, 0.76855, -0.05349)
H (3.99496, -0.13222, -1.50152)
H (1.29050, -1.98438, 1.07608)
H (1.94650, -0.25308, 1.50921)
H (2.01323, 1.51974, -0.67894)
H (1.79103, 0.64364, -2.09637)
H (0.12039, 2.69590, 2.36148)
H (-1.53757, 1.97028, 2.51641)
H (-0.95736, 2.74293, 1.02278)
H (-1.20276, -1.33565, 1.36656)
H (-4.45345, -1.18223, 0.48479)
H (-3.20681, -2.06248, 1.39577)
H (0.53316, -1.14787, -0.97402)

Results
HOMO-LUMO gap (eV): 10.70
Largest force on an atom (eV/Å): 6.0
HOMO energy (eV): -18.010
E_tot (eV): -17615.0051
Lowest unoccupied orbital energy (eV): -7.3
Energy above the lowest of the compared OMol25 structures with the same formula, charge and spin (kJ/mol): 62.5
Net charge: +2
SMILES: CO[C@]1([NH+]2CCCC2)N=CCC(=[NH2+])N1


2.
C9H18N5 | the ωB97M-V functional and the def2-TZVPD basis

Element x y z (Å)
C (0.83245, -1.20255, 2.94163)
C (1.71416, -2.23214, 2.72970)
C (1.98755, -2.59186, 1.28456)
C (0.16012, -0.63708, 1.92324)
C (1.09101, -2.02722, 0.23538)
C (-2.07636, 2.01276, -3.07525)
C (-0.79784, 2.61564, -1.10503)
C (0.29726, 1.04915, -2.61404)
C (-1.05691, 1.45640, -2.09499)
N (0.22161, -1.10161, 0.64020)
N (2.21489, -2.84643, 3.83552)
N (2.88090, -3.40450, 0.86219)
N (-0.65858, 0.50913, 2.00076)
N (-1.47983, 0.29026, -1.28128)
H (0.66795, -0.84431, 3.86986)
H (-1.95173, 3.05010, -3.10611)
H (-1.83371, 1.68061, -4.08767)
H (-3.08438, 1.64146, -2.94649)
H (-0.28601, 2.31057, -0.15192)
H (-1.86986, 3.08502, -0.96447)
H (-0.02430, 3.38378, -1.44676)
H (0.03470, 0.25587, -3.34869)
H (0.56525, 1.91702, -3.26996)
H (0.96917, 0.98770, -1.70155)
H (-0.36903, -0.70947, -0.10805)
H (1.73358, -2.88670, 4.69455)
H (2.72335, -3.79857, 3.73582)
H (-1.55224, -0.52309, -1.93298)
H (3.62087, -3.72231, 1.49806)
H (-0.75328, 1.21663, 2.69852)
H (-1.48593, 0.49232, 1.27625)
H (-2.43485, 0.57344, -0.99100)

Results
HOMO-LUMO gap (alpha / beta) (eV): 6.76 / 6.76
Largest force on an atom (eV/Å): 5.2
HOMO energy (alpha / beta) (eV): -12.229 / -12.229
E_tot (eV): -17065.3165
Lowest unoccupied orbital energy (alpha / beta) (eV): -5.5 / -5.5
Energy above the lowest of the compared OMol25 structures with the same formula, charge and spin (kJ/mol): 325.5
Net charge: +1


3.
C9H18N6O | the ωB97M-V functional and the def2-TZVPD basis

Element x y z (Å)
N (-0.17051, -0.20088, 1.68257)
N (1.46682, 0.46402, 0.16243)
N (-0.12631, 1.94151, 0.91385)
O (1.37637, -1.72209, 0.97781)
C (0.89696, -0.44860, 0.91681)
C (-0.64052, 1.00382, 1.60536)
C (0.85754, 1.59362, 0.17277)
N (1.98112, -2.30550, -0.18906)
N (-1.77192, 1.32080, 2.33670)
N (1.30337, 2.61742, -0.67233)
C (1.16279, -3.19074, -1.04152)
C (3.37051, -2.76735, -0.09506)
C (-2.38997, 2.62225, 2.20302)
C (-2.39979, 0.25488, 3.15975)
C (0.71030, 3.94697, -0.52742)
C (2.67567, 2.52286, -1.15141)
H (0.12394, -2.79257, -1.06306)
H (1.55311, -3.21438, -2.06472)
H (1.14702, -4.21755, -0.61516)
H (3.42699, -3.57856, 0.64667)
H (4.03699, -2.00254, 0.28097)
H (3.76150, -3.06841, -1.06187)
H (-2.69927, 2.82213, 1.16709)
H (-1.68318, 3.39236, 2.58052)
H (-3.22870, 2.71258, 2.85808)
H (-2.59868, -0.64675, 2.48452)
H (-3.33131, 0.56710, 3.65526)
H (-1.74186, -0.00236, 3.99549)
H (0.84053, 4.33056, 0.51946)
H (-0.34426, 3.95434, -0.81251)
H (1.22675, 4.62104, -1.22816)
H (2.97156, 1.54467, -1.56874)
H (2.88086, 3.25901, -1.91732)
H (3.34757, 2.65835, -0.31877)

Results
HOMO-LUMO gap (eV): 9.18
Largest force on an atom (eV/Å): 4.8
HOMO energy (eV): -8.326
E_tot (eV): -20610.9550
Lowest unoccupied orbital energy (eV): 0.9
Energy above the lowest of the compared OMol25 structures with the same formula, charge and spin (kJ/mol): 0.0
SMILES: CN(C)Oc1nc(N(C)C)nc(N(C)C)n1


4.
C9H18N7OTi | the ωB97M-V functional and the def2-TZVPD basis

Element x y z (Å)
Ti (-0.22385, 0.79405, 0.65660)
N (-1.45360, -0.77677, 1.70188)
C (-1.54932, -1.98993, 0.83552)
C (-0.33381, -2.07848, -0.07144)
N (-0.15204, -0.81186, -0.83814)
C (1.22600, -0.72083, -1.39746)
C (1.50412, 0.67575, -1.92764)
N (1.12723, 1.70082, -0.90107)
C (-1.19428, -0.67399, -1.89907)
C (-1.74967, 0.73887, -2.00590)
N (-2.03860, 1.26583, -0.64206)
H (-0.88283, -0.99835, 2.51694)
H (-2.37215, -0.56471, 2.08426)
H (-2.47007, -1.91507, 0.25812)
H (-1.62699, -2.89968, 1.43061)
H (-0.42880, -2.93223, -0.74777)
H (0.56586, -2.23223, 0.52660)
H (1.36687, -1.45666, -2.19406)
H (1.92225, -0.96295, -0.59383)
H (0.93577, 0.86631, -2.83536)
H (2.55615, 0.75950, -2.19727)
H (0.88077, 2.57009, -1.36818)
H (1.95686, 1.93213, -0.35592)
H (-2.01067, -1.35635, -1.66832)
H (-0.79395, -0.99180, -2.86450)
H (-2.64429, 0.72894, -2.62950)
H (-1.04544, 1.42045, -2.47567)
H (-2.87871, 0.81524, -0.28175)
H (-2.29337, 2.24889, -0.72073)
N (1.25806, 0.47257, 1.81535)
C (2.13222, 0.24323, 2.63334)
N (2.92192, -0.06457, 3.47643)
C (4.17999, 0.01714, 3.87267)
N (5.27091, 0.09287, 4.22759)
O (-0.91559, 3.46354, 2.64470)
C (-0.74696, 2.62025, 1.93502)

Results
HOMO-LUMO gap (alpha / beta) (eV): 8.05 / 8.39
Largest force on an atom (eV/Å): 0.4
HOMO energy (alpha / beta) (eV): -15.956 / -15.974
E_tot (eV): -45205.0044
Lowest unoccupied orbital energy (alpha / beta) (eV): -7.9 / -7.6
Energy above the lowest of the compared OMol25 structures with the same formula, charge and spin (kJ/mol): 0.0
Net charge: +2
Multiplicity: 2


5.
C9H18NO5 | the ωB97M-V functional and the def2-TZVPD basis

Element x y z (Å)
C (3.67521, -1.37912, 1.80683)
C (2.58579, -0.99876, 0.79593)
C (2.38440, 0.50339, 0.75501)
O (1.67360, 0.97938, -0.41667)
N (0.32379, 0.58220, -0.39371)
C (-0.58058, 1.78662, -0.54708)
C (-1.61152, 1.84721, 0.55937)
O (-2.77078, 1.12144, 0.16960)
C (-3.16027, 0.09900, 1.00173)
C (-4.11253, -0.83125, 0.32117)
O (-2.75448, 0.00867, 2.12179)
C (0.02725, -0.50431, -1.37599)
C (0.34947, -0.07520, -2.81367)
O (1.11716, 0.79214, -3.07401)
O (-0.32000, -0.74664, -3.75808)
H (4.45051, -0.61299, 1.84526)
H (3.26222, -1.44955, 2.81177)
H (4.13657, -2.32713, 1.54593)
H (2.81455, -1.37645, -0.20227)
H (1.65865, -1.48943, 1.12059)
H (1.88201, 0.87952, 1.65437)
H (3.33711, 1.02342, 0.68303)
H (0.14689, 0.18291, 0.53552)
H (-1.08841, 1.70007, -1.50491)
H (0.06122, 2.66166, -0.57120)
H (-1.87597, 2.89018, 0.72811)
H (-1.23015, 1.46854, 1.51171)
H (-4.62414, -1.41751, 1.07724)
H (-3.57734, -1.48498, -0.36740)
H (-4.84967, -0.26194, -0.24284)
H (-1.04297, -0.70371, -1.28349)
H (0.57270, -1.39793, -1.07765)
H (-0.86027, -1.46942, -3.41598)

Results
HOMO-LUMO gap (eV): 11.30
Largest force on an atom (eV/Å): 0.6
HOMO energy (eV): -14.287
E_tot (eV): -21344.1909
Lowest unoccupied orbital energy (eV): -3.0
Energy above the lowest of the compared OMol25 structures with the same formula, charge and spin (kJ/mol): 0.0
Net charge: +1
SMILES: CCCO[N@@H+](CCOC(C)=O)CC(=O)O


6.
C9H18O5 | the ωB97M-V functional and the def2-TZVPD basis

Element x y z (Å)
C (1.95097, -2.14445, 0.92294)
C (2.79957, -1.43430, -0.28674)
C (2.78669, 0.21661, -0.25374)
C (1.25402, 0.80897, -0.06674)
C (1.20865, 2.47578, 0.00234)
O (0.37065, 2.95485, 1.15009)
C (-1.02924, 2.49139, 0.98909)
O (-1.73004, 2.85889, -0.11935)
O (-1.77421, 1.68064, 1.98382)
O (-1.59534, 0.40422, 1.79403)
C (-2.66096, -0.19852, 0.97833)
C (-2.13020, -0.92539, -0.40609)
C (-2.52490, -0.12086, -1.78475)
O (-2.51873, -2.37240, -0.48835)
H (2.00378, -1.47135, 1.90098)
H (0.80973, -2.22663, 0.59615)
H (2.33935, -3.20608, 1.24470)
H (2.30616, -1.76153, -1.31575)
H (3.90514, -1.87275, -0.22633)
H (3.48902, 0.67379, 0.59315)
H (3.16776, 0.59736, -1.29984)
H (0.88436, 0.44314, 0.98187)
H (0.56284, 0.51501, -0.96505)
H (2.33047, 2.80171, 0.21199)
H (0.81779, 2.88272, -1.03817)
H (-3.48813, 0.62057, 0.79572)
H (-3.14146, -1.06475, 1.64351)
H (-0.94043, -0.93456, -0.33929)
H (-1.97915, 0.92533, -1.87053)
H (-3.67982, 0.04515, -1.90970)
H (-2.11491, -0.75844, -2.70677)
H (-1.67942, -2.90410, -0.71152)

Results
HOMO-LUMO gap (eV): 10.04
Largest force on an atom (eV/Å): 9.2
HOMO energy (eV): -10.098
E_tot (eV): -19853.1332
Lowest unoccupied orbital energy (eV): -0.1
Energy above the lowest of the compared OMol25 structures with the same formula, charge and spin (kJ/mol): 704.0
SMILES: CCCCCOC(=O)OOC[C@H](C)O